# 1
{"formula": "C12H28CdN4OP2S", "method": "ωB97M-V with the def2-TZVPD basis set", "e_tot_ha": -2016.4978, "spin_multiplicity": 2, "orbital_gap_ev": [7.89, 5.03], "fmax_ev_per_a": 3.7, "total_charge": 1, "e_above_lowest_kcal_mol": 56.4, "elements": ["Cd", "P", "P", "N", "N", "H", "H", "H", "C", "H", "C", "H", "H", "C", "C", "H", "C", "H", "H", "H", "H", "H", "O", "C", "C", "C", "H", "H", "H", "H", "H", "H", "H", "C", "H", "C", "N", "C", "S", "N", "C", "H", "H", "H", "H", "H", "H", "H", "H"], "xyz": [[0.30128, -0.00267, -0.51636], [0.89552, 2.34903, -0.11085], [1.94131, -1.65855, 0.14830], [-1.70644, 0.94748, -1.19005], [-0.98449, -1.74026, -1.12278], [-3.57753, 0.30688, -2.07994], [-3.00253, -2.21510, -1.66804], [-3.25424, -0.24376, -0.38057], [-2.79988, -0.05726, -1.37343], [-2.04911, -1.33033, -2.94215], [-2.23251, -1.42798, -1.84286], [-2.44809, 2.73121, -2.10171], [-0.80307, -3.85636, -1.40982], [-1.64942, 2.16736, -1.55108], [-0.35808, -2.89495, -1.04446], [-0.70604, 4.00373, -0.76820], [-0.42464, 3.06394, -1.28846], [0.14465, 3.27647, -2.22152], [2.99218, -1.16452, -0.73503], [2.31139, -1.65976, 1.54894], [2.21162, 2.49365, -0.67485], [0.75503, 2.98188, 1.16788], [1.32850, 0.57207, -2.22609], [0.73297, 0.12539, -3.40261], [1.01961, 1.28052, -4.35409], [1.41006, -1.19476, -3.76953], [-0.37921, -0.03984, -3.36025], [0.41185, 2.13887, -4.02990], [2.07488, 1.56229, -4.19758], [0.82395, 1.01960, -5.40338], [1.19658, -1.95791, -3.00683], [1.09274, -1.56140, -4.75869], [2.49485, -1.00413, -3.73947], [0.94952, -3.02187, -0.46461], [1.40658, -4.01346, -0.33162], [0.84327, 1.34758, 5.37781], [1.01122, 0.62502, 4.09131], [0.00352, -0.00474, 3.45409], [-0.22352, 0.11058, 1.77247], [-0.97563, -0.65240, 4.11236], [-0.82517, -1.36311, 5.39488], [-0.13555, 1.08086, 5.81983], [0.92720, 2.45089, 5.24067], [1.67767, 1.00364, 6.01859], [1.59646, 1.09754, 3.39782], [-1.59245, -1.09828, 3.42294], [-1.66627, -1.01587, 6.02804], [-0.91573, -2.46318, 5.24060], [0.15521, -1.09405, 5.83031]], "forces_ev_per_a": [[0.01, 0.11, -1.61], [-0.02, 0.25, -0.76], [0.71, 0.76, -0.20], [-0.57, 0.19, -0.31], [0.10, -0.90, -0.42], [0.40, -0.33, 0.42], [0.47, 0.48, -0.23], [0.20, 0.48, -0.41], [0.19, 0.73, 0.23], [0.15, -0.45, 0.82], [0.12, -0.21, -0.26], [0.32, -0.77, 0.42], [0.23, 0.89, 0.16], [-0.09, -0.10, -0.07], [-0.40, 0.05, -0.23], [-0.28, -0.36, -0.89], [1.17, 0.30, 0.97], [-0.76, 0.02, 0.51], [-0.55, -1.03, 0.79], [0.18, -0.79, -1.18], [-0.85, 0.81, 0.41], [0.34, 0.36, -0.85], [-0.27, -0.06, 0.13], [0.84, 0.41, -0.12], [-0.07, -0.27, -0.51], [0.01, 0.17, -0.40], [0.51, 0.17, 0.16], [0.09, -0.22, -0.39], [-0.38, -0.18, -0.31], [0.02, 0.35, 0.12], [-0.02, 0.15, -0.26], [0.23, -0.05, 0.27], [-0.31, -0.19, -0.26], [0.63, -0.88, 0.29], [-0.82, 0.24, -0.09], [0.49, -0.37, 0.14], [-0.19, 0.58, -0.54], [-1.10, 0.10, -0.20], [-0.81, 0.14, 3.66], [0.36, -0.92, -0.20], [-0.40, 0.29, 0.06], [0.68, 0.35, -0.21], [-0.19, -0.87, -0.04], [-0.65, 0.39, 0.05], [-0.20, -0.22, 0.57], [0.23, 0.39, 0.70], [0.70, -0.40, 0.05], [0.22, 0.82, 0.13], [-0.68, -0.41, -0.08]]}



# 2
{"formula": "C41H51F5N3NdO8S3Si2", "method": "ωB97M-V with the def2-TZVPD basis set", "e_tot_ha": -5193.5602, "spin_multiplicity": 4, "orbital_gap_ev": [4.00, 4.00], "fmax_ev_per_a": 3.7, "total_charge": -2, "e_above_lowest_kcal_mol": 0.0, "elements": ["Nd", "O", "C", "O", "C", "O", "C", "C", "O", "O", "H", "H", "H", "H", "H", "O", "N", "C", "C", "C", "C", "C", "S", "H", "H", "H", "H", "C", "Si", "C", "C", "N", "C", "C", "C", "C", "C", "C", "N", "Si", "C", "C", "C", "H", "H", "H", "H", "H", "H", "H", "H", "H", "H", "H", "H", "H", "H", "H", "H", "H", "H", "H", "H", "H", "H", "O", "S", "C", "C", "C", "C", "H", "H", "H", "H", "H", "H", "H", "H", "C", "C", "C", "C", "C", "C", "C", "O", "C", "C", "C", "H", "H", "H", "H", "H", "H", "H", "H", "H", "H", "H", "H", "F", "C", "C", "F", "C", "F", "C", "S", "C", "F", "C", "F"], "xyz": [[-1.36188, -0.21664, -0.37599], [2.84087, 0.76515, -2.22811], [1.50047, 0.80702, -2.34274], [0.70918, -0.07280, -1.96760], [1.09831, 2.05475, -3.06785], [0.65027, 3.05119, -2.22028], [-0.67081, 3.58929, -2.51235], [-1.76048, 2.96163, -1.67159], [-2.50073, 3.81046, -1.15940], [-1.77384, 1.68458, -1.63844], [3.13467, 0.12482, -1.48914], [2.01626, 2.32901, -3.63377], [0.34002, 1.68806, -3.78982], [-0.57743, 4.63885, -2.40902], [-0.94170, 3.57831, -3.55674], [-1.17658, -0.38615, 1.97966], [-0.83933, -1.31194, 2.91123], [0.18547, -1.03707, 3.72857], [0.54092, -1.89616, 4.71312], [-0.17162, -3.10426, 4.81845], [-1.25118, -3.38470, 3.99849], [-1.63321, -2.39998, 2.96942], [-2.71752, -2.85238, 1.81195], [0.69442, -0.12362, 3.32513], [1.52499, -1.85429, 5.17549], [0.20177, -3.77763, 5.58027], [-1.77233, -4.29004, 3.87339], [-2.40254, 0.51350, -4.59474], [-2.52449, -1.27893, -3.97769], [-3.92989, -1.97369, -4.93573], [-0.89860, -2.10533, -4.40267], [-2.65183, -1.47304, -2.23746], [-3.81627, -1.85589, -1.70277], [-4.40950, -3.12738, -2.08701], [-5.78936, -3.21203, -2.01220], [-6.57712, -2.23092, -1.36747], [-6.01973, -1.15288, -0.73862], [-4.54662, -0.95868, -0.82351], [-3.90381, -0.00384, -0.15870], [-4.81770, 0.92197, 1.10973], [-5.62135, -0.30045, 2.35626], [-6.18111, 2.07410, 0.43336], [-3.49319, 2.13669, 1.69937], [-1.51628, 1.11250, -4.38468], [-3.16616, 1.06593, -4.05800], [-2.66840, 0.65792, -5.62400], [-3.61426, -1.98900, -5.96742], [-4.90292, -1.50818, -4.86479], [-4.07099, -3.01246, -4.66302], [-0.01108, -1.80464, -3.79113], [-0.65562, -1.95972, -5.44674], [-1.03466, -3.15009, -4.23000], [-3.75642, -3.95493, -2.50775], [-6.23158, -4.12211, -2.43924], [-7.70272, -2.28485, -1.45567], [-6.61023, -0.49086, -0.10419], [-6.69342, -0.26705, 2.32903], [-5.32151, 0.05158, 3.35614], [-5.23976, -1.30440, 2.24221], [-6.92734, 1.60111, -0.18850], [-5.61246, 2.89134, -0.10687], [-6.64438, 2.71917, 1.19700], [-2.73998, 1.57981, 2.32921], [-4.03297, 2.82098, 2.38687], [-2.99291, 2.67566, 0.84057], [0.29918, -2.14324, -0.05925], [0.12709, -3.42381, -0.95529], [1.52791, -3.62038, -2.10333], [2.57572, -4.60185, -1.52125], [1.81145, -5.59679, -0.63235], [0.76802, -4.76575, 0.15107], [1.80747, -2.58875, -2.27507], [1.15526, -4.09364, -3.01356], [3.30730, -4.12074, -0.88636], [3.16600, -5.04758, -2.27752], [2.55517, -6.06488, 0.05287], [1.34437, -6.42268, -1.24068], [1.21183, -4.23265, 1.02564], [-0.12839, -5.34283, 0.40993], [4.52345, 4.46783, 4.90719], [3.41280, 4.06890, 3.98703], [3.67848, 3.57707, 2.64828], [2.70258, 3.19155, 1.79402], [3.06446, 2.67550, 0.47784], [1.36253, 3.20170, 2.24219], [0.27071, 2.52325, 1.57892], [0.27849, 1.49446, 0.86136], [1.00251, 3.77148, 3.49445], [-0.39092, 3.93328, 4.04029], [2.05913, 4.21713, 4.33251], [5.45898, 4.18936, 4.47372], [4.41409, 4.08802, 5.93775], [4.46971, 5.60326, 4.94704], [4.66278, 3.44145, 2.35533], [2.30453, 2.84514, -0.28511], [3.29806, 1.61139, 0.47622], [4.02844, 3.11021, 0.10496], [-0.68876, 2.95182, 1.86513], [-0.38225, 4.10945, 5.13146], [-0.94184, 2.99640, 3.92898], [-0.91907, 4.75460, 3.55453], [1.78074, 4.69095, 5.26096], [10.36342, 0.33792, -1.43989], [9.10401, 0.03873, -1.05101], [8.15597, -0.70560, -1.75699], [8.46720, -1.23886, -2.98642], [6.83269, -0.78148, -1.34511], [5.96245, -1.35257, -2.24933], [6.34001, -0.18580, -0.14797], [4.75171, -0.34895, 0.45576], [7.32602, 0.40223, 0.59686], [7.01107, 0.72432, 1.89359], [8.58501, 0.63834, 0.12659], [9.56262, 1.34672, 0.88249]], "forces_ev_per_a": [[-1.95, -0.50, -0.20], [-0.74, -1.21, 1.52], [-0.21, -1.34, 0.89], [1.81, 1.44, -0.31], [0.08, -0.85, -1.66], [-0.77, 0.45, -0.32], [1.28, -0.53, -0.26], [0.01, 0.81, -0.02], [-0.36, -1.01, 0.23], [0.18, 1.01, 0.42], [-0.14, 0.63, -1.04], [-0.58, 0.39, 0.23], [0.16, 0.56, 0.31], [-0.01, 1.06, 1.12], [0.10, -1.00, -0.77], [0.70, -0.32, 0.74], [-1.68, 1.39, -1.20], [0.71, 1.31, -1.20], [0.84, -0.43, -0.20], [-1.01, -0.48, -0.08], [1.42, 2.66, -0.35], [1.23, -2.65, 1.34], [-0.80, 0.26, -0.94], [-0.21, -0.93, 1.00], [-0.40, 0.50, 0.20], [-0.24, -0.41, -0.14], [-0.46, -1.02, 0.52], [-0.19, 0.39, 0.75], [0.87, 0.84, 2.55], [-0.05, -0.88, -0.31], [0.67, 0.47, 0.04], [3.25, 1.26, -1.12], [-2.65, -1.84, 0.02], [0.80, 1.78, 0.56], [-0.84, -0.96, 0.21], [-1.45, -1.10, -1.16], [2.90, 0.12, 0.17], [-2.71, -1.53, -0.29], [0.26, 1.89, 1.88], [1.24, -1.21, -2.23], [1.11, 1.27, 0.48], [1.22, 1.57, 0.15], [0.32, -0.37, 0.97], [0.28, -0.39, -0.01], [-0.42, 0.08, 0.34], [0.02, -0.20, -0.88], [0.04, 0.16, -0.70], [-0.10, 0.38, 0.20], [-0.11, -0.27, 0.12], [-0.89, 0.12, -0.38], [0.27, 0.00, -0.48], [-0.06, -1.03, 0.07], [-0.88, 1.27, 0.35], [-0.26, 0.41, 0.25], [1.26, -0.21, 0.30], [0.09, -0.11, -0.47], [-0.62, -0.08, -0.16], [-0.08, -0.16, 0.02], [0.06, -0.26, -0.21], [-0.15, 0.10, -0.22], [-0.51, -1.12, -0.15], [-0.26, -0.62, 0.24], [-0.53, 0.52, -0.66], [0.53, 0.16, -0.36], [-0.75, -0.49, 0.89], [-0.14, -1.75, -1.70], [0.14, 0.84, 1.91], [0.44, -0.50, 0.35], [-0.83, 1.00, 1.12], [0.12, -0.46, -0.16], [0.01, -0.16, -0.27], [0.50, 0.09, -0.30], [-0.40, 0.44, -0.03], [0.02, 0.61, 0.23], [0.33, -0.69, -1.02], [-0.71, 0.13, -0.30], [0.26, 0.84, 0.60], [-0.49, -0.36, -0.65], [0.37, 0.16, 0.36], [-0.95, 1.69, 0.19], [-1.23, -0.83, -1.94], [-0.79, 1.21, 3.38], [-1.29, -0.48, 0.45], [1.04, -0.02, -1.82], [-0.02, 0.23, 0.85], [-0.93, -2.12, -1.58], [0.66, 2.60, 0.99], [1.85, 0.46, 0.29], [-0.14, -0.63, 0.39], [0.22, -0.38, -0.88], [0.73, -0.20, -0.02], [0.04, 0.06, -0.53], [0.37, -1.19, 0.21], [1.91, -0.07, -0.54], [-0.05, 0.07, 0.10], [-0.25, -0.08, 0.27], [-0.78, -0.08, 0.39], [-0.48, -0.14, -0.31], [0.23, 0.15, -0.53], [-0.28, 0.27, -0.15], [-0.14, -0.15, -0.05], [0.07, -0.05, 0.32], [-0.62, -0.50, -0.15], [-1.49, 0.75, 1.15], [0.48, 0.09, -1.29], [0.02, 0.36, 0.98], [-0.82, 0.40, -0.39], [0.80, 0.33, 1.08], [-0.37, -1.71, -1.59], [-0.60, -0.37, -0.26], [0.25, 0.89, 1.98], [0.68, 0.31, -1.06], [3.40, 0.24, 0.24], [-1.84, -1.04, -0.88]]}



# 3
{"formula": "C8H24B2O28", "method": "ωB97M-V with the def2-TZVPD basis set", "e_tot_ha": -2476.3452, "spin_multiplicity": 1, "orbital_gap_ev": 9.50, "fmax_ev_per_a": 2.1, "total_charge": -2, "e_above_lowest_kcal_mol": 20.6, "elements": ["O", "C", "O", "B", "O", "C", "O", "O", "C", "O", "C", "O", "O", "O", "C", "O", "B", "O", "C", "O", "O", "C", "O", "C", "O", "O", "O", "H", "H", "O", "H", "H", "O", "H", "H", "O", "H", "H", "O", "H", "H", "O", "H", "H", "O", "H", "H", "O", "H", "H", "O", "H", "H", "O", "H", "H", "O", "H", "H", "O", "H", "H"], "xyz": [[2.27190, 3.45746, -2.74796], [2.41418, 2.26241, -2.67026], [1.44253, 1.40480, -2.84115], [2.01638, 0.05435, -3.04557], [3.48211, 0.23238, -2.91504], [3.77639, 1.52458, -2.71566], [4.85345, 2.02151, -2.68704], [1.63007, -0.41759, -4.36968], [0.96082, -1.54275, -4.25125], [0.60629, -2.25785, -5.14463], [0.92691, -1.93801, -2.75422], [1.48221, -0.93536, -2.09691], [0.51842, -2.96284, -2.28874], [2.85126, 1.52389, 0.94093], [1.76075, 1.04321, 0.75515], [0.68423, 1.61492, 0.27382], [-0.39251, 0.60827, 0.10980], [0.22645, -0.64388, 0.58223], [1.44549, -0.44825, 0.98584], [2.17801, -1.33220, 1.35892], [-1.53728, 0.83945, 1.00184], [-2.63756, 0.82311, 0.24218], [-3.77671, 0.82526, 0.60718], [-2.19347, 0.50470, -1.22094], [-0.89572, 0.54980, -1.25455], [-2.92313, 0.34135, -2.16052], [-7.07921, -0.50587, 0.89299], [-7.47855, 0.08179, 0.24447], [-6.15576, -0.57505, 0.61300], [-1.27059, -3.28888, 1.00445], [-0.65302, -3.99706, 1.21775], [-0.71571, -2.59016, 0.63582], [0.77031, -0.87753, 4.36284], [0.29059, -1.58631, 4.80167], [0.78792, -1.14220, 3.43707], [4.70893, 1.31925, 3.45791], [4.45608, 1.81196, 2.66942], [4.67184, 0.39514, 3.17968], [-5.23011, -0.57004, 3.27630], [-4.47786, -0.77024, 2.70650], [-5.99806, -0.74325, 2.71791], [-4.55960, 1.80501, -4.44340], [-4.43914, 1.05778, -5.03635], [-3.86733, 1.69504, -3.77748], [-4.45932, 3.49198, 1.29912], [-4.53280, 3.15928, 2.19880], [-4.45238, 2.69581, 0.75254], [-1.28950, 3.42022, -2.63583], [-0.56712, 3.26629, -2.01399], [-1.40617, 2.57641, -3.08591], [1.37015, -4.00578, 0.19174], [2.30702, -3.96895, -0.02138], [0.93408, -3.55862, -0.55935], [2.36493, 4.14587, 1.69884], [3.28058, 4.21104, 1.41685], [2.10916, 3.23575, 1.45686], [1.32582, -3.82003, 3.34148], [2.23517, -4.06256, 3.53489], [1.34774, -3.50875, 2.42234], [5.14816, -1.79633, 1.96959], [5.08947, -2.28173, 2.79828], [4.26283, -1.87198, 1.58084]], "forces_ev_per_a": [[0.33, -0.39, 0.70], [0.12, 1.69, -1.20], [-0.06, -1.01, 0.47], [0.17, 0.90, 0.23], [-0.06, 0.08, 0.10], [-1.02, -0.63, -0.08], [0.54, 0.09, 0.14], [-0.20, -0.15, -0.12], [0.61, -1.08, -0.40], [-0.41, 0.17, -0.09], [0.09, 0.95, -0.08], [0.23, -0.37, 0.21], [-0.17, -0.18, 0.10], [-0.59, 0.07, -0.13], [0.86, -0.66, 0.06], [-0.06, 0.19, -0.06], [0.55, 0.14, 0.81], [-0.68, -0.40, -0.29], [0.52, -0.76, -0.53], [0.17, 0.61, 0.36], [-1.21, 0.67, -0.99], [0.82, -1.47, 0.10], [-0.34, 0.30, 0.27], [-0.98, 1.00, -0.19], [0.82, -0.41, 0.18], [-0.02, -0.05, 0.16], [0.14, -0.18, -0.11], [0.05, 0.05, 0.06], [-0.07, 0.16, -0.08], [-0.19, -0.01, 0.06], [0.04, 0.08, -0.09], [0.01, 0.02, 0.12], [-0.06, 0.22, 0.11], [0.05, -0.08, -0.15], [0.08, -0.18, 0.09], [0.17, -0.04, 0.09], [-0.15, -0.15, 0.00], [-0.02, 0.09, -0.15], [-0.02, -0.23, -0.04], [0.05, 0.16, 0.10], [-0.05, 0.18, 0.08], [0.05, 0.06, -0.07], [0.05, -0.02, 0.08], [-0.15, -0.11, 0.06], [-0.21, 0.24, -0.03], [0.07, -0.11, -0.07], [0.04, 0.02, 0.19], [-0.23, -0.04, 0.14], [0.10, 0.00, -0.22], [0.21, 0.02, 0.04], [-0.02, -0.17, 0.04], [-0.03, 0.09, -0.01], [0.16, -0.11, -0.02], [-0.31, -0.11, 0.14], [-0.02, -0.10, -0.12], [0.39, 0.75, 0.06], [-0.05, -0.05, -0.09], [-0.01, 0.07, -0.02], [0.02, -0.04, -0.05], [-0.08, -0.15, 0.03], [-0.04, 0.03, -0.03], [-0.02, 0.30, 0.10]]}



# 4
{"formula": "C7H11BFN2O5", "method": "ωB97M-V with the def2-TZVPD basis set", "e_tot_ha": -883.5049, "spin_multiplicity": 1, "orbital_gap_ev": 8.96, "fmax_ev_per_a": 1.8, "total_charge": 1, "elements": ["N", "C", "C", "C", "C", "O", "O", "F", "C", "C", "N", "C", "B", "O", "O", "H", "H", "H", "H", "H", "H", "H", "H", "H", "O", "H", "H"], "xyz": [[-0.10407, 0.72158, 2.70129], [-1.05362, 0.64988, 1.57712], [-0.35762, 0.42797, 0.25944], [-0.57372, 1.26821, -0.82265], [-1.50447, 2.47395, -0.71301], [-2.69796, 2.39310, -0.74623], [-0.86709, 3.69827, -0.53815], [0.48877, 3.42748, -0.25531], [0.05360, 1.07631, -2.04474], [0.90326, 0.03007, -2.16667], [1.10395, -0.77035, -1.12288], [0.51378, -0.60393, 0.06611], [0.90052, -1.63386, 1.24342], [2.25263, -1.79281, 1.47919], [-0.03148, -2.28618, 1.96900], [-0.09504, 1.64111, 3.12188], [-0.41933, 0.07907, 3.41748], [-1.58595, 1.60727, 1.53418], [-1.83586, -0.08618, 1.77946], [-0.12501, 1.76321, -2.86213], [1.42679, -0.15650, -3.09630], [1.74978, -1.54131, -1.26432], [2.63494, -0.91656, 1.63426], [0.29874, -2.32022, 2.87877], [-0.71899, -3.00350, -2.82436], [-0.07566, -3.68971, -3.03591], [-0.28089, -2.45637, -2.16894]], "forces_ev_per_a": [[-0.09, -0.77, -0.17], [-0.19, 1.03, 0.74], [-0.89, 0.57, -0.17], [-0.28, 1.10, -0.17], [-0.82, -0.78, 0.40], [1.45, 0.58, -0.14], [-0.52, -0.45, -0.07], [0.00, 0.11, -0.06], [-0.54, 0.65, 0.13], [0.33, 0.05, -1.07], [0.44, -0.19, -0.36], [0.08, -1.58, 0.87], [0.70, 0.12, 0.27], [-0.65, 0.49, 0.26], [-0.09, 0.74, -0.13], [0.09, 0.03, -0.10], [0.14, 0.12, 0.12], [-0.03, -0.21, -0.21], [0.25, -0.16, -0.33], [0.11, -0.13, -0.04], [0.06, -0.27, 0.19], [0.08, 0.02, 0.33], [0.48, -0.21, -0.23], [-0.05, -0.77, -0.04], [0.22, 0.10, -0.03], [-0.13, -0.10, -0.07], [-0.16, -0.10, 0.07]]}